# 1
Density functional theory data (wB97M-V/def2-TZVPD) for a structure of composition C49H54N5S3SbW.

Output
- Net charge: +1
- 2S+1: 2
- Electronic energy: -3675.249083 Ha
- E_HOMO (alpha / beta): -9.5868 / -9.5863 eV
- LUMO level (alpha / beta): -3.833 / -4.108 eV
- Energy above the lowest of the compared OMol25 structures with the same formula, charge and spin: 0.0 kcal/mol
- ⟨S²⟩: 0.75

```
113
C49H54N5S3SbW, DFT wB97M-V/def2-TZVPD
N -1.624 -0.682 1.223
C 2.602 2.722 -1.652
H 3.245 -4.484 3.864
C -3.670 0.667 1.332
C -4.697 -1.471 3.258
C 1.706 5.103 -2.044
C -1.700 -5.096 -1.552
H -4.305 0.201 4.590
C 2.042 1.546 -1.059
H -5.038 -2.506 3.333
N -1.934 1.823 0.087
H 1.882 7.088 -1.179
N 1.021 -0.711 0.509
C 4.014 -2.650 -3.623
C -2.272 -3.538 3.590
S -1.013 1.122 -2.818
H 0.076 -3.397 2.340
C -5.400 3.663 2.331
C 5.447 -0.974 1.135
H -4.423 5.407 -0.686
H 5.287 -1.279 2.170
H 2.559 5.230 -2.713
H -2.356 -5.437 -0.762
C 2.311 -0.601 0.026
H 4.949 2.388 -0.179
C 2.328 -2.524 1.166
C -2.916 -0.435 1.664
H 1.007 5.943 -0.159
S -2.278 -1.742 -4.756
C -0.147 -3.474 -2.413
N 0.707 1.730 -0.728
C 1.845 6.050 -0.851
H 3.858 -2.876 3.475
H -2.928 5.439 -1.579
H -1.862 -4.384 3.032
C -0.020 -4.222 -3.583
H -1.402 -4.194 5.471
C 1.795 -1.911 -3.061
C -3.113 3.812 -0.219
H 1.881 -4.511 1.787
C -0.052 -2.457 1.823
H -4.930 2.943 3.003
H -5.449 -0.964 2.651
C -1.580 -5.833 -2.723
C -1.873 3.110 -0.400
H 3.553 -4.237 1.387
H -2.939 7.253 0.118
N 0.047 -1.254 -1.582
C 2.790 -2.884 -3.016
C 4.023 2.853 -2.096
C -3.205 1.734 0.606
C 0.461 3.044 -1.075
H 2.606 -3.821 -2.502
H 2.757 5.839 -0.291
H -3.949 -1.372 5.296
H -0.816 4.706 -1.283
C -0.740 -5.396 -3.738
C 2.016 -0.716 -3.737
H 5.191 0.085 1.065
C 3.239 -0.493 -4.352
H 6.004 3.254 -1.300
C 4.978 3.168 -0.943
H -6.428 3.813 2.659
H 4.886 -2.863 0.254
H -3.286 -3.831 3.868
H -5.624 -0.847 5.121
H 4.708 4.108 -0.459
H -2.141 -6.750 -2.845
C -1.278 -1.853 1.887
C -0.751 3.681 -0.945
H 0.620 -3.873 -4.384
H -0.420 -3.008 4.609
H 3.804 0.398 -1.078
C 2.692 -3.784 1.883
C 0.527 -2.162 -2.319
H -3.227 6.086 1.409
H -5.834 3.906 0.228
H 1.232 0.026 -3.781
H 3.405 0.432 -4.890
H -1.693 6.081 0.554
C 3.007 -3.548 3.360
C -5.351 3.177 0.881
C -2.348 -2.335 2.703
H 4.806 -1.525 -0.857
W -0.692 0.121 -0.546
H -1.085 -3.346 -0.485
H -1.870 -2.493 5.454
S -2.848 -0.923 -1.252
H -5.934 2.258 0.777
C 1.622 3.668 -1.634
C -1.443 -3.297 4.854
H 4.786 -3.408 -3.584
H -0.647 -5.964 -4.653
C -3.373 -1.450 2.563
C -3.955 2.944 0.401
H 2.160 -3.091 3.875
H 0.827 5.371 -2.636
H -4.867 4.608 2.442
H -4.674 0.724 1.726
C -2.768 6.223 0.430
C 4.598 -1.812 0.177
C 2.775 0.434 -0.750
H 4.334 1.932 -2.599
C 1.034 -1.913 1.188
C 3.133 -1.692 0.447
C -0.989 -3.920 -1.396
H 5.193 -1.276 -4.773
C 4.241 -1.452 -4.288
C -3.349 5.241 -0.590
H 4.087 3.637 -2.852
C -4.643 -0.836 4.648
H 6.508 -1.081 0.910
Sb -3.059 0.064 -3.397
```

# 2
Density functional theory data (wB97M-V/def2-TZVPD) for a cluster of 8 separate species, C49H55FN2O4S in total in a non-equilibrium geometry.

Output
- Net charge: 0
- 2S+1: 1
- Electronic energy: -2808.372035 Ha
- E_HOMO: -9.2543 eV
- LUMO level: -0.995 eV
- Energy above the lowest of the compared OMol25 structures with the same formula, charge and spin: 166.2 kcal/mol

```
112
C49H55FN2O4S, DFT wB97M-V/def2-TZVPD
C -1.293 3.085 2.981
C -2.889 1.633 1.897
H -3.104 0.773 1.267
N 1.159 -7.325 0.250
H -0.752 1.408 1.741
C -6.875 -0.981 -1.662
H -0.397 -3.184 2.608
H 5.360 -5.082 -5.177
C 0.014 -2.244 2.034
C 5.780 1.153 2.719
C -6.692 1.344 -1.032
C 1.710 5.307 -4.449
H -4.698 2.055 -0.630
C -2.340 3.831 3.522
H 6.955 3.125 0.211
H 1.636 -2.424 -3.254
C 2.449 1.649 7.152
H 3.023 1.943 8.027
C 0.484 0.628 6.184
C -4.460 5.892 -2.972
C -3.661 3.482 3.246
C 0.690 -6.223 -0.669
H -5.911 6.984 -4.132
C 4.545 -4.503 -4.752
H -3.629 -0.134 -1.105
H -5.005 4.603 0.127
H -1.971 4.173 -4.015
C 4.749 0.569 0.614
C 0.981 0.885 4.906
H -0.263 3.359 3.194
C 4.889 0.368 1.988
C -0.938 4.489 -4.139
H -2.125 4.686 4.159
O -0.482 -3.961 -0.026
C 2.618 -7.210 0.625
O 0.241 -1.599 -0.449
C 6.523 2.145 2.081
C -6.460 5.682 -1.039
H 4.306 -0.401 2.487
C -4.206 5.222 -1.776
C 0.091 3.761 -3.541
H 7.216 2.758 2.651
H 5.850 -3.131 -3.723
S 0.111 -7.574 1.622
C -1.568 1.987 2.166
H -3.229 4.779 -1.598
H -7.486 -1.834 -1.946
H 2.880 -7.923 1.546
C -3.936 2.381 2.435
C 2.207 1.530 4.752
H -5.022 -2.076 -1.773
H 3.009 -5.717 -5.650
C -0.642 5.622 -4.897
C 1.594 -2.082 2.456
C 3.223 -4.858 -5.020
H -8.554 0.357 -1.481
C -6.715 6.349 -2.237
H 3.988 -1.804 -2.758
H 5.387 1.713 -1.096
C 1.415 4.172 -3.694
C 0.682 6.030 -5.054
H 0.913 6.911 -5.646
H 4.058 -0.045 0.043
H 4.065 -9.579 -1.507
H 1.294 -4.638 1.003
H 2.216 3.608 -3.224
C 4.820 -3.405 -3.936
H -7.239 5.600 -0.286
H 2.742 5.628 -4.566
H 1.648 -1.863 3.619
H 1.147 -4.384 -4.695
C -5.491 -1.118 -1.562
H -7.159 2.303 -0.829
H 3.900 2.410 5.753
C 2.177 -4.110 -4.482
C -7.475 0.250 -1.399
H -7.694 6.784 -2.418
C 3.773 -2.659 -3.395
H 2.183 -1.284 1.809
C -5.308 1.204 -0.922
H -0.139 2.875 -2.956
O -1.277 -8.034 1.027
H -3.681 5.974 -3.726
C 6.379 2.350 0.708
H -0.474 0.130 6.305
C 5.495 1.558 -0.025
C 3.465 -7.851 -0.658
C 1.218 1.012 7.307
H 3.969 -7.220 -1.506
H -0.663 -1.317 2.346
H -0.456 -6.443 -0.911
C -0.088 -2.588 0.425
H 1.249 -6.368 -1.712
C 2.451 -3.008 -3.672
H 2.975 -6.140 0.935
C -4.707 -0.026 -1.188
H 1.504 -4.097 -0.807
C 0.800 -4.706 -0.060
H 0.411 0.583 4.031
H 0.830 0.813 8.303
H 5.894 0.992 3.789
C 2.943 1.911 5.874
C -5.714 6.459 -3.202
H -4.477 4.067 3.663
F -0.218 -6.175 2.556
H -4.966 2.106 2.223
O 0.599 -8.802 2.477
H 2.176 -3.109 2.284
C -5.204 5.120 -0.807
H -1.444 6.187 -5.365
H 2.591 1.737 3.756
N 3.530 -9.244 -0.676
```

# 3
Density functional theory data (wB97M-V/def2-TZVPD) for a cluster of 3 separate species, C49H56I2N3O6SSi in total in a non-equilibrium geometry.

Output
- Net charge: +1
- 2S+1: 1
- Electronic energy: -3799.296955 Ha
- E_HOMO: -10.7474 eV
- LUMO level: -3.465 eV

```
118
C49H56I2N3O6SSi, DFT wB97M-V/def2-TZVPD
C -2.802 -2.969 -3.733
C -1.444 -3.708 -3.485
C -2.656 -1.422 -3.759
C 4.658 3.230 4.247
O -0.111 0.972 -6.284
C 3.746 1.421 11.510
H -1.098 -0.946 -9.452
C -3.473 0.673 -8.044
H -2.295 -1.160 -4.756
C -1.629 -0.841 -2.786
H -1.984 2.746 -5.439
H -5.207 -1.180 -9.622
H -4.988 -0.342 -5.351
H -0.835 -1.274 -7.690
C 1.099 1.258 -3.315
H 3.318 5.320 12.894
C 3.622 5.228 11.861
H -2.088 1.124 -3.637
C -0.306 -3.317 -4.508
H 0.214 -0.216 0.213
C 1.925 1.289 1.618
C -3.090 -3.078 -6.323
H -2.482 1.070 -7.808
H 4.701 4.902 8.166
H -5.729 -1.816 -3.843
H -1.087 -3.378 -2.513
O -3.710 -1.830 -6.658
H -3.461 -3.820 -7.043
C 3.807 3.970 11.302
C -1.251 0.612 -3.148
C 3.225 1.366 3.757
H -2.009 -3.062 -6.439
H 2.063 -0.567 -3.804
H -4.160 -4.324 -2.748
H -4.694 1.051 -4.500
C 2.361 0.479 -3.762
H -2.003 -0.799 -1.759
I 0.030 -4.993 -5.859
H -3.021 -3.614 -1.633
H 4.380 7.133 9.167
C 1.275 -1.922 3.510
C 3.934 -1.087 10.332
Si -3.243 -1.209 -8.162
C 3.530 0.279 12.271
H -0.689 -1.383 -2.738
H 1.042 1.130 -2.235
C 3.601 2.760 12.145
C -1.433 -1.498 -8.580
C 2.667 0.043 4.151
C -3.949 -0.970 0.073
H -4.528 -2.852 -9.635
H 1.576 -2.399 4.433
C 3.822 6.363 11.092
H 1.265 2.316 -3.545
C 4.166 0.047 9.572
H -0.527 -2.421 -5.078
H -0.940 3.296 -4.159
C 4.185 3.852 9.963
C 4.080 1.304 10.159
C 3.624 -0.971 11.683
H -3.333 -0.375 0.696
H -3.844 1.109 -8.968
O 3.316 2.863 13.319
H -3.760 -1.507 -10.514
C -3.675 -3.392 -2.471
C -4.301 -1.788 -9.608
H -7.000 -1.024 -1.600
H 3.284 0.370 13.320
H 3.174 0.574 -3.047
C 4.105 2.014 4.614
H -1.091 1.143 -2.206
C 4.350 2.513 9.335
C 0.420 -2.573 2.636
C -3.580 -3.526 -4.945
H 1.063 -2.295 -3.123
O 4.692 2.407 8.174
H 4.363 1.570 5.567
H -5.639 -2.956 -1.776
O 1.586 1.805 0.569
N -4.313 0.155 -4.781
H 1.843 -3.314 -4.390
C -0.932 2.852 -5.155
O 2.948 -0.464 5.215
C 4.398 4.994 9.200
H 0.055 -3.564 2.876
C -3.968 -0.607 -3.593
H 5.345 3.730 4.916
N -5.156 -1.408 -3.105
N -0.070 0.682 -4.023
H 3.452 -1.859 12.277
H -3.632 -4.614 -4.945
H -0.642 -2.458 0.769
H -0.491 3.523 -5.883
C 2.885 1.952 2.533
C 3.447 3.169 2.168
H 2.645 0.757 -4.775
I -1.717 -5.839 -3.188
H 1.044 -4.091 -3.057
C -4.741 -2.388 -2.032
C 0.031 -1.954 1.452
H 3.673 7.342 11.528
C 1.008 -3.212 -3.703
H -1.297 -2.572 -8.750
C 1.382 -0.045 2.001
H -3.814 0.150 -2.827
H 3.194 3.618 1.217
H 4.412 -0.043 8.523
C -4.386 -1.673 -0.805
S -6.265 -0.186 -2.369
C 1.755 -0.654 3.197
C 0.510 -0.695 1.137
H -4.620 -3.188 -4.883
H 4.775 4.749 2.734
C 4.217 6.245 9.763
H -4.096 0.912 -7.182
C 4.335 3.804 3.021
C -0.334 1.458 -5.210
H 3.995 -2.064 9.872
```

# 4
Density functional theory data (wB97M-V/def2-TZVPD) for a cluster of 5 separate species, C49H59Br2ClF8N3O3 in total.

Output
- Net charge: +1
- 2S+1: 1
- Electronic energy: -8699.363778 Ha
- E_HOMO: -10.5043 eV
- LUMO level: -2.019 eV

```
125
C49H59Br2ClF8N3O3, DFT wB97M-V/def2-TZVPD
C -6.979 5.571 -1.422
C -6.090 5.473 -2.471
C -0.533 -11.192 -0.784
C 3.990 -6.488 0.962
C -6.906 1.449 3.658
C -2.955 2.381 -0.144
H 1.425 -11.964 -1.260
C -0.891 1.488 0.958
Cl 2.135 -1.208 2.642
H 8.810 3.170 -0.934
N -4.171 1.637 0.171
O -0.291 -2.242 -2.330
C -5.778 2.547 1.801
C -1.524 -3.538 1.668
C 5.303 -6.647 -1.042
H -8.286 6.069 -4.978
C 8.087 3.142 -1.737
H 3.358 -0.063 -0.626
H 1.483 0.056 -1.550
H 3.628 3.032 3.155
H -5.894 5.579 -4.600
F -2.184 -4.408 3.823
H 9.131 4.570 -2.947
H -1.060 -11.998 -1.277
H 6.816 1.691 -0.765
C 0.687 -0.508 0.405
C 6.070 2.291 -2.672
H 1.847 4.609 -0.880
H 0.620 3.965 -2.988
H 3.910 -4.527 1.870
H 0.685 1.921 -1.417
H 4.124 -0.425 0.919
H -2.324 -10.184 -0.175
O -4.631 4.640 2.223
H -7.489 0.624 4.045
C -0.431 -1.359 1.034
H -2.736 3.144 0.618
C 2.957 1.374 0.962
C 5.597 -5.294 -0.970
C 6.222 3.059 -3.807
H -6.820 2.484 5.539
C -1.561 -3.388 3.224
H -4.028 1.140 1.043
C -7.916 5.927 -3.972
C 4.084 2.336 0.594
H 3.372 -6.949 1.722
C 4.496 -7.248 -0.084
H 0.578 -3.271 1.455
H -0.399 -3.172 -2.083
O 0.886 -1.869 -1.599
H -1.385 -1.089 0.582
C -6.538 1.484 2.313
H 6.219 -4.807 -1.709
H -0.504 -1.065 2.080
C -1.243 -10.175 -0.164
H -4.983 4.968 1.387
C 0.677 -0.548 -1.134
Br -1.453 -5.451 1.249
F -6.515 5.391 -0.155
C 1.392 2.498 -0.826
H 7.473 4.496 -4.778
H 3.351 4.627 2.967
C -8.784 6.022 -2.893
F -0.087 5.656 -2.152
H 4.160 2.473 -0.485
H -0.343 -3.253 -0.039
H 0.692 0.752 1.960
F 4.980 1.484 -2.566
H -9.831 6.239 -3.057
H -3.114 2.897 -1.092
C 4.023 3.725 1.260
C -1.761 1.408 -0.286
F 5.367 -3.247 0.162
H -0.862 3.819 -1.996
H -1.234 1.643 -1.206
C 5.078 -4.569 0.080
H 2.267 -1.962 0.421
H 0.401 4.256 0.057
F 2.856 -10.155 -0.142
C -6.517 2.497 4.500
H -6.823 0.685 1.636
C 1.574 1.921 0.585
C 0.826 -9.127 0.493
C -8.318 5.840 -1.599
C -5.349 2.516 0.354
F -0.303 -3.342 3.685
F -2.688 -3.063 1.145
C 0.125 4.287 -2.070
C 4.281 -5.134 1.054
C -0.563 -9.145 0.470
H -2.213 0.425 -0.424
H 4.277 -8.303 -0.149
H -0.255 -0.186 -1.559
H -1.115 -8.349 0.949
C 7.335 3.884 -3.897
H 5.055 4.053 1.431
H 2.336 2.428 -1.370
C 0.956 3.979 -0.840
H 5.708 -7.237 -1.853
C 8.266 3.927 -2.868
H 5.014 1.849 0.898
C -6.572 5.653 -3.760
Br -2.522 -1.785 3.778
H -1.420 1.036 1.799
C 6.978 2.314 -1.634
H -5.131 3.507 -0.030
C -0.318 -2.880 0.978
H -5.465 4.382 4.647
H -5.045 5.268 -2.280
C -5.767 3.565 4.006
H 1.408 2.735 1.296
C 1.505 -10.151 -0.137
C 3.216 -0.039 0.456
C 0.852 -11.184 -0.778
H 1.373 -8.334 0.985
H 2.955 1.309 2.055
H -0.753 2.536 1.227
H -6.176 2.108 -0.232
C 2.079 -0.983 0.861
N 0.507 0.896 0.960
C -5.402 3.589 2.659
H 3.588 4.466 0.589
H 5.489 3.006 -4.600
H -8.976 5.905 -0.743
N 3.263 3.726 2.516
```